{"formula": "C40H68F3N3O24P6", "method": "ωB97M-V with the def2-TZVPD basis set", "smiles": "[H]/N=C/Cc1cc2c(c([PH2]=O)c1CCC(F)(F)F)C(=O)c1c(CCN)c(CC=C)cc(N=C=O)c1C2=O.COP(=O)(OC)OC.COP(=O)(OC)OC.COP(=O)(OC)OC.COP(=O)(OC)OC.COP(=O)(OC)OC", "homo_ev": -9.03, "total_energy_ha": -5882.629643, "spin_multiplicity": 1, "orbital_gap_ev": 7.484, "largest_force_ev_per_a": 8.03, "lumo_ev": -1.6, "elements": ["H", "N", "C", "C", "C", "C", "C", "C", "C", "P", "O", "C", "C", "C", "C", "F", "F", "F", "C", "O", "C", "C", "C", "C", "N", "C", "C", "C", "C", "C", "C", "N", "C", "O", "C", "C", "O", "H", "H", "H", "H", "H", "H", "H", "H", "H", "H", "H", "H", "H", "H", "H", "H", "H", "H", "H", "H", "H", "H", "C", "O", "P", "O", "O", "C", "O", "C", "H", "H", "H", "H", "H", "H", "H", "H", "H", "C", "O", "P", "O", "O", "C", "O", "C", "H", "H", "H", "H", "H", "H", "H", "H", "H", "C", "O", "P", "O", "O", "C", "O", "C", "H", "H", "H", "H", "H", "H", "H", "H", "H", "C", "O", "P", "O", "O", "C", "O", "C", "H", "H", "H", "H", "H", "H", "H", "H", "H", "C", "O", "P", "O", "O", "C", "O", "C", "H", "H", "H", "H", "H", "H", "H", "H", "H"], "positions_angstrom": [[4.780, -2.780, 5.606], [4.360, -2.801, 4.660], [4.367, -4.057, 4.196], [3.734, -4.277, 2.735], [2.394, -3.370, 2.639], [1.187, -3.837, 3.574], [-0.116, -2.970, 3.496], [-0.253, -1.719, 2.515], [0.961, -1.265, 1.584], [0.740, 0.237, 0.455], [-0.273, 0.009, -0.713], [2.307, -2.125, 1.697], [3.539, -1.593, 0.764], [3.994, -0.169, 1.445], [5.510, -0.171, 1.971], [5.604, 0.757, 3.087], [6.393, 0.386, 0.959], [5.980, -1.425, 2.460], [-1.672, -0.919, 2.504], [-2.234, -0.560, 1.426], [-2.308, -0.680, 3.983], [-2.973, 0.668, 4.428], [-3.015, 1.900, 3.364], [-1.485, 2.489, 3.345], [-1.163, 3.239, 2.087], [-3.524, 0.748, 5.898], [-4.190, 2.115, 6.477], [-3.054, 2.740, 7.473], [-2.058, 3.644, 6.973], [-3.448, -0.460, 6.920], [-2.763, -1.783, 6.401], [-2.605, -2.979, 7.320], [-1.328, -2.894, 7.679], [-0.210, -2.612, 8.190], [-2.175, -1.938, 4.958], [-1.423, -3.275, 4.416], [-1.787, -4.451, 4.706], [4.769, -4.942, 4.808], [4.518, -4.022, 1.934], [3.405, -5.369, 2.523], [1.272, -4.749, 4.286], [1.982, 0.628, -0.193], [0.386, 1.351, 1.301], [3.147, -1.433, -0.307], [4.413, -2.336, 0.725], [3.889, 0.722, 0.726], [3.305, 0.065, 2.351], [-3.292, 1.549, 2.298], [-3.791, 2.703, 3.647], [-1.235, 3.059, 4.312], [-0.810, 1.535, 3.359], [-1.341, 2.553, 1.315], [-0.121, 3.329, 2.091], [-4.330, 2.918, 5.654], [-5.194, 1.942, 7.001], [-3.047, 2.403, 8.570], [-1.026, 3.777, 7.474], [-2.270, 4.276, 6.031], [-3.861, -0.309, 7.976], [6.889, 4.061, -5.383], [7.654, 3.731, -4.235], [6.951, 2.903, -3.059], [5.961, 1.885, -3.488], [6.377, 4.028, -2.068], [5.318, 4.850, -2.526], [8.199, 2.332, -2.239], [7.908, 1.463, -1.155], [7.572, 4.217, -6.220], [6.196, 3.259, -5.646], [6.336, 4.986, -5.211], [4.678, 4.324, -3.239], [5.737, 5.744, -2.995], [4.713, 5.156, -1.670], [7.732, 0.454, -1.534], [7.036, 1.806, -0.597], [8.769, 1.445, -0.484], [-0.621, 8.697, 6.399], [-1.973, 9.100, 6.548], [-3.095, 8.345, 5.690], [-2.874, 6.894, 5.474], [-3.225, 9.216, 4.349], [-2.130, 9.235, 3.450], [-4.439, 8.719, 6.471], [-5.638, 8.122, 6.003], [-0.078, 8.972, 7.305], [-0.539, 7.617, 6.260], [-0.167, 9.215, 5.553], [-1.567, 8.299, 3.481], [-1.474, 10.071, 3.705], [-2.508, 9.384, 2.437], [-5.723, 7.109, 6.402], [-5.665, 8.092, 4.911], [-6.482, 8.715, 6.358], [6.693, -2.294, -3.622], [7.592, -3.313, -4.031], [7.695, -4.640, -3.143], [6.429, -5.106, -2.528], [8.880, -4.335, -2.104], [8.670, -3.338, -1.120], [8.383, -5.676, -4.148], [8.544, -7.008, -3.684], [6.423, -1.699, -4.496], [5.780, -2.714, -3.194], [7.175, -1.639, -2.894], [7.618, -3.266, -0.837], [9.016, -2.376, -1.507], [9.257, -3.588, -0.233], [7.607, -7.554, -3.809], [8.845, -7.027, -2.635], [9.319, -7.492, -4.281], [-3.970, -1.971, -1.289], [-4.941, -1.563, -2.241], [-4.467, -1.297, -3.746], [-3.401, -2.192, -4.255], [-4.112, 0.267, -3.781], [-2.993, 0.719, -3.034], [-5.845, -1.352, -4.558], [-5.761, -1.234, -5.968], [-4.477, -2.506, -0.484], [-3.228, -2.636, -1.734], [-3.474, -1.097, -0.863], [-2.221, -0.049, -2.959], [-3.325, 1.009, -2.035], [-2.570, 1.596, -3.530], [-5.500, -2.202, -6.401], [-5.018, -0.487, -6.259], [-6.735, -0.925, -6.350], [-6.257, -5.879, -7.660], [-7.495, -6.316, -8.199], [-8.227, -5.390, -9.281], [-7.335, -4.664, -10.218], [-9.201, -4.456, -8.413], [-8.618, -3.496, -7.550], [-9.253, -6.405, -9.969], [-10.015, -5.906, -11.057], [-5.707, -6.753, -7.307], [-5.652, -5.368, -8.410], [-6.432, -5.215, -6.811], [-7.660, -3.138, -7.934], [-8.476, -3.944, -6.563], [-9.298, -2.647, -7.453], [-9.416, -5.939, -11.969], [-10.346, -4.882, -10.870], [-10.893, -6.541, -11.185]], "forces_ev_per_angstrom": [[-0.198, -0.103, -0.582], [0.253, -4.238, -0.954], [-0.390, 2.850, 0.499], [-0.815, 0.198, 0.321], [-2.015, 1.145, -0.113], [-0.723, 3.828, -2.769], [1.678, 0.793, -1.427], [2.525, -1.185, 0.029], [0.046, -3.518, 3.308], [-2.599, -1.219, -3.315], [2.395, 0.616, 3.004], [-2.371, -0.801, 1.031], [-0.835, 0.183, 1.121], [0.381, -0.221, 0.194], [0.171, 1.301, 1.126], [0.031, -2.352, -2.727], [-1.875, -2.069, 2.714], [-0.840, 3.313, -1.714], [-1.006, 0.405, -1.439], [2.391, -1.227, 4.478], [-0.502, -0.414, 2.395], [-0.034, -2.718, 1.366], [0.764, -0.135, 0.550], [-0.032, -1.705, 0.229], [0.524, -1.085, 0.331], [0.484, -2.134, -0.260], [1.553, 0.740, 0.130], [1.601, 1.660, -1.370], [-2.047, -1.732, 0.891], [1.794, -0.126, -4.651], [-0.180, 2.015, -2.031], [5.656, 1.871, 0.465], [1.006, 2.329, 2.269], [-6.837, -2.445, -3.437], [-1.390, 3.291, 0.512], [-0.381, -1.813, 0.655], [1.611, 4.813, -1.081], [-0.564, 1.226, -1.105], [-1.275, -0.223, 1.278], [0.685, 1.765, 0.632], [-0.203, 1.854, -1.464], [-0.518, -0.393, 1.139], [0.455, -0.789, -0.159], [0.658, -0.240, 1.730], [-1.449, 1.197, 0.136], [0.444, -1.459, 1.010], [1.460, -0.548, -1.439], [0.546, 0.246, 1.891], [1.357, -1.316, -0.242], [-0.538, -0.614, -1.673], [-1.085, 1.388, 0.327], [0.023, 0.916, 0.694], [-1.154, 0.231, -0.071], [0.142, -1.624, 1.230], [1.573, 0.013, -0.761], [0.343, 0.090, -1.958], [-2.179, 0.100, -0.460], [0.520, -1.431, 1.336], [0.785, -0.551, -1.786], [-0.288, 0.111, -0.707], [0.111, -0.647, 0.940], [0.039, -0.589, -0.010], [0.621, 0.945, 0.259], [0.450, -0.747, 0.030], [-0.390, 0.405, -0.141], [-0.465, 1.064, -0.991], [-0.156, -0.428, 0.439], [0.039, -0.041, 0.211], [0.032, 0.029, 0.095], [0.002, -0.048, -0.026], [0.001, -0.010, 0.050], [-0.073, -0.034, 0.005], [0.154, -0.118, -0.059], [-0.080, 0.072, 0.061], [0.128, -0.015, -0.113], [-0.040, 0.124, -0.178], [0.708, -0.211, 0.089], [-1.071, -0.254, -0.140], [-0.286, -0.428, 0.158], [0.063, 1.111, 0.057], [-0.500, -0.389, 0.657], [0.435, 0.100, -0.405], [1.432, 0.370, -0.296], [-0.608, -0.417, -0.175], [-0.204, 0.038, -0.058], [-0.078, 0.059, -0.033], [-0.001, -0.047, 0.028], [-0.056, -0.001, -0.028], [0.001, -0.058, -0.041], [-0.054, -0.044, 0.199], [0.017, 0.052, -0.103], [-0.019, -0.017, 0.065], [0.232, 0.043, 0.025], [-0.572, 0.591, 0.038], [0.360, -1.153, 0.108], [-0.427, -0.398, -0.183], [1.001, 0.587, -0.298], [-0.248, -0.603, -0.501], [0.035, 0.404, 0.371], [-0.201, 1.424, 0.368], [-0.045, -0.719, 0.192], [0.145, -0.137, 0.056], [0.093, -0.046, -0.001], [-0.047, 0.001, -0.030], [0.021, -0.035, 0.009], [-0.047, -0.014, 0.059], [-0.062, -0.066, -0.178], [0.070, 0.041, 0.092], [-0.025, -0.028, -0.059], [-0.071, 0.225, -0.009], [0.548, -0.264, 0.661], [-0.429, 0.107, -1.240], [0.333, -0.340, -0.125], [-0.785, 0.754, 0.492], [-0.602, -0.643, -0.555], [0.522, 0.227, 0.380], [0.493, 0.221, 1.174], [0.075, -0.071, -0.638], [-0.101, 0.097, -0.171], [-0.044, 0.096, -0.048], [0.047, -0.104, -0.017], [-0.010, 0.066, 0.025], [0.093, -0.046, -0.032], [-0.144, -0.154, -0.033], [0.080, 0.103, -0.014], [-0.042, -0.069, -0.028], [0.051, -0.006, 0.213], [0.730, 0.104, 0.258], [-0.812, 0.083, -0.828], [0.222, -0.024, -0.563], [-0.628, -0.454, 0.944], [-0.038, -0.509, -0.717], [0.166, 0.366, 0.438], [0.776, 0.295, 1.197], [-0.284, 0.224, -0.636], [-0.199, 0.025, -0.078], [-0.105, -0.004, 0.006], [0.038, -0.017, -0.033], [-0.044, 0.007, -0.031], [0.035, 0.077, -0.029], [0.030, -0.173, -0.103], [-0.048, 0.089, 0.072], [0.015, -0.056, -0.042], [0.162, -0.013, 0.169]], "lowdin_charge": [0.049, 0.073, -0.189, -0.143, -0.101, 0.078, -0.020, -0.005, -0.164, 0.774, -0.479, -0.091, -0.123, -0.084, -0.338, 0.022, 0.019, 0.051, -0.246, 0.029, 0.018, -0.052, -0.116, -0.265, -0.044, -0.088, -0.158, -0.153, -0.026, 0.067, -0.146, 0.111, -0.159, 0.097, 0.021, -0.244, 0.045, 0.117, 0.102, 0.123, 0.130, 0.019, -0.007, 0.116, 0.101, 0.109, 0.137, 0.113, 0.105, 0.104, 0.094, 0.052, 0.060, 0.100, 0.111, 0.097, 0.069, 0.052, 0.113, -0.108, -0.203, 0.408, -0.245, -0.217, -0.111, -0.200, -0.114, 0.093, 0.088, 0.079, 0.089, 0.088, 0.091, 0.074, 0.069, 0.098, -0.108, -0.202, 0.408, -0.246, -0.216, -0.109, -0.206, -0.106, 0.092, 0.085, 0.079, 0.089, 0.087, 0.093, 0.090, 0.088, 0.092, -0.101, -0.201, 0.405, -0.244, -0.217, -0.110, -0.206, -0.107, 0.096, 0.087, 0.065, 0.083, 0.085, 0.093, 0.092, 0.087, 0.091, -0.104, -0.206, 0.405, -0.240, -0.222, -0.108, -0.211, -0.110, 0.092, 0.090, 0.064, 0.082, 0.088, 0.091, 0.084, 0.090, 0.087, -0.106, -0.205, 0.405, -0.240, -0.218, -0.115, -0.208, -0.108, 0.093, 0.088, 0.077, 0.079, 0.091, 0.093, 0.091, 0.087, 0.090]}